# 1
Molecular formula: C14H31F6ReS3Sb2Se2
Method: DFT, the ωB97M-V functional and the def2-TZVPD basis

Computed properties:
Net charge   +2
2S+1   3
Orbital gap (spin up / spin down)   6.14 / 5.98 eV

Last column: Löwdin spin population.
Atoms and positions in Å:
Re: -0.0332 1.5317 0.1842  1.43
C: -0.6374 4.0552 2.8661  0.01
Se: -0.6030 2.1130 2.7067  0.03
C: 1.1217 1.8135 3.5777  0.01
C: 2.3013 2.1743 2.7052  0.01
Se: 2.2852 1.0448 1.1072  0.01
C: 3.6100 2.0027 0.0495  0.02
H: -0.7500 4.2675 3.9263  0.00
H: -1.5065 4.3936 2.3119  0.00
H: 0.2732 4.4951 2.4699  0.00
H: 1.1376 0.7674 3.8825  0.00
H: 1.1094 2.4219 4.4821  0.00
H: 3.2464 1.9699 3.2097  0.00
H: 2.2876 3.2114 2.3718  0.00
H: 4.5831 1.7570 0.4677  0.00
H: 3.4057 3.0680 0.1036  0.00
H: 3.5303 1.6399 -0.9718  0.00
S: 1.2677 4.3831 -3.1113  0.05
C: 0.8880 3.3551 -1.9809  0.02
S: 0.6282 1.5979 -2.0708  0.17
S: 0.5835 3.6641 -0.2401  0.09
C: -2.2148 -0.7797 -2.6994  0.00
C: -0.8074 -1.3618 -2.6683  0.00
C: -0.7389 -2.8161 -3.1280  0.00
Sb: 0.0072 -1.1649 -0.6798  0.04
C: -1.2935 -1.9899 0.8428  0.02
C: -1.8797 -3.3272 0.3987  0.01
C: -0.5276 -2.0710 2.1574  0.01
C: 1.9292 -2.1235 -0.5745  0.00
C: 2.8156 -1.6284 -1.7120  0.00
C: 1.7728 -3.6447 -0.5678  0.00
H: -2.6081 -0.8802 -3.7127  0.00
H: -2.2416 0.2792 -2.4412  0.00
H: -2.8946 -1.3137 -2.0328  0.00
H: -0.1304 -0.7563 -3.2733  0.00
H: -1.2988 -3.4876 -2.4770  0.00
H: 0.2827 -3.1831 -3.2172  0.00
H: -1.1920 -2.8778 -4.1197  0.00
H: -2.0945 -1.2543 0.9195  0.00
H: -1.1153 -4.0823 0.2161  0.00
H: -2.4968 -3.2290 -0.4937  0.00
H: -2.5248 -3.7034 1.1960  0.00
H: 0.3043 -2.7756 2.1084  0.00
H: -1.2004 -2.4159 2.9446  0.00
H: -0.1308 -1.0991 2.4698  0.00
H: 2.3367 -1.8039 0.3853  0.00
H: 2.4075 -1.9012 -2.6873  0.00
H: 3.8002 -2.0924 -1.6326  0.00
H: 2.9541 -0.5438 -1.7032  0.00
H: 1.3200 -4.0162 -1.4859  0.00
H: 1.1886 -4.0080 0.2761  0.00
H: 2.7651 -4.0942 -0.4921  0.00
F: -1.9187 0.9864 0.1446  0.07
Sb: -3.8371 2.1693 -0.0540  0.00
F: -4.0783 1.4327 1.6393  0.00
F: -4.4345 0.5842 -0.8162  0.00
F: -5.3227 3.2366 -0.2053  0.00
F: -2.9419 2.5853 -1.6388  0.00
F: -2.6899 3.4243 0.7669  0.00

---

# 2
Molecular formula: C40H63N10O5SSbY
Method: DFT, the ωB97M-V functional and the def2-TZVPD basis

Computed properties:
Net charge   +1
Orbital gap   6.53 eV

Last column: Mulliken charge in e.
Atoms and positions in Å:
Y: -1.1375 0.4417 0.1138  0.01
N: 1.3769 -0.6971 -1.5073  0.56
C: 1.2425 -2.1024 -1.1805  1.44
C: 1.9288 -3.0504 -2.1805  -0.93
C: 1.9850 -4.5375 -1.8373  -1.50
C: 2.5271 -4.8509 -0.4452  -0.67
N: 1.4482 -4.6178 0.5069  -0.08
C: 1.5185 -4.6756 1.8113  0.70
N: 2.6424 -5.0569 2.4456  -0.34
N: 0.4415 -4.3250 2.5240  -0.28
C: -0.2505 -2.3801 -0.9599  0.30
O: -0.6175 -3.4749 -0.4890  -0.98
O: -1.0334 -1.4326 -1.2391  -0.42
H: 0.9265 -0.4822 -2.3930  0.09
H: 2.3459 -0.4211 -1.6235  -0.30
H: 1.7244 -2.2488 -0.2018  -0.60
H: 2.9591 -2.6833 -2.2789  0.20
H: 1.4768 -2.9202 -3.1684  0.39
H: 2.6243 -5.0271 -2.5739  0.54
H: 1.0034 -5.0066 -1.9352  0.34
H: 3.3903 -4.2113 -0.2159  0.31
H: 2.8566 -5.8939 -0.4003  0.63
H: 0.5518 -4.1869 0.0933  0.16
H: 3.4039 -5.4435 1.9170  0.19
H: 2.6450 -5.2109 3.4382  0.21
H: -0.3868 -3.9887 2.0499  0.09
H: 0.4545 -4.3154 3.5276  0.24
C: 1.6537 0.9822 6.6952  -0.64
O: 0.3871 1.6060 6.7612  -0.48
C: -0.3302 1.7210 5.6200  1.00
C: -1.5408 2.4208 5.7445  -1.20
C: -2.3349 2.5470 4.6381  -1.04
C: -1.9603 2.0394 3.3781  0.43
C: -2.8107 2.2755 2.2296  0.69
C: -4.2810 2.5600 2.3730  -1.55
O: -2.3693 2.2185 1.0671  -0.35
C: -0.7340 1.3288 3.2623  -0.73
O: -0.3390 0.7736 2.1442  0.78
C: 0.0640 1.1813 4.4108  -0.20
H: 2.0874 1.0827 7.6867  0.31
H: 2.2963 1.4737 5.9581  0.24
H: 1.5541 -0.0793 6.4445  0.26
H: -1.8218 2.8304 6.7006  0.48
H: -3.2705 3.0789 4.7287  0.46
H: -4.6829 2.3727 3.3621  0.57
H: -4.7786 1.9140 1.6487  0.17
H: -4.4828 3.5922 2.0829  0.33
H: 0.9777 0.6175 4.3237  -0.17
C: 4.6130 -0.6949 1.1508  -1.19
Sb: 2.6078 -0.0907 1.6742  0.38
C: 2.5154 -1.4085 3.3682  -1.33
C: 3.2121 1.6826 2.6978  -1.35
H: 5.2597 -0.6737 2.0260  0.45
H: 5.0280 -0.0328 0.3961  0.25
H: 4.6010 -1.7052 0.7449  0.28
H: 3.1725 -1.0640 4.1656  0.51
H: 2.8555 -2.3908 3.0401  0.39
H: 1.4994 -1.4939 3.7461  0.28
H: 3.8698 1.4287 3.5282  0.49
H: 2.3519 2.2350 3.0659  0.32
H: 3.7607 2.3156 2.0009  0.43
C: -5.6656 0.3249 -3.2509  -0.47
C: -5.1181 1.3974 -2.5678  -0.93
C: -4.3296 1.1902 -1.4441  0.07
C: -4.0687 -0.1047 -0.9843  -0.30
C: -4.6120 -1.1851 -1.6946  -0.30
C: -5.4049 -0.9672 -2.8048  -0.77
N: -3.2258 -0.2862 0.1145  1.66
C: -3.5396 -1.1864 1.1104  0.42
C: -2.5243 -1.6433 1.9762  0.06
C: -2.8009 -2.4323 3.0793  -1.19
C: -4.0950 -2.8539 3.3433  -0.85
C: -5.1040 -2.4459 2.4796  -0.72
C: -4.8439 -1.6307 1.3952  -0.88
H: -6.2953 0.4875 -4.1145  0.45
H: -5.3215 2.4102 -2.8928  0.44
H: -3.9312 2.0284 -0.8835  0.34
H: -4.3930 -2.1922 -1.3660  0.54
H: -5.8181 -1.8149 -3.3344  0.41
H: -1.4749 -1.3754 1.8287  0.71
H: -1.9906 -2.7098 3.7456  0.48
H: -4.3171 -3.4714 4.2009  0.43
H: -6.1248 -2.7549 2.6628  0.42
H: -5.6603 -1.3097 0.7630  0.46
C: -1.5956 2.7583 -5.1683  -0.62
C: -2.0640 1.4753 -4.5069  -0.48
N: -1.4671 1.3741 -3.1847  0.61
C: -0.9670 2.3996 -2.4593  -0.79
N: -0.4313 2.1109 -1.2938  1.14
C: 0.2964 3.1425 -0.5427  -0.23
C: 0.6850 4.3196 -1.4236  -0.62
C: -0.5460 4.7672 -2.1890  -0.68
N: -1.0444 3.6462 -2.9717  0.39
C: -1.7877 3.9051 -4.1955  -0.62
H: -2.1572 2.9380 -6.0841  0.43
H: -0.5380 2.6780 -5.4257  0.14
H: -1.7429 0.6052 -5.0809  0.35
H: -3.1556 1.4434 -4.4246  0.19
H: -1.3357 0.4467 -2.8095  -0.24
H: 1.1956 2.6758 -0.1177  -0.19
H: -0.3119 3.4865 0.3039  0.28
H: 1.4466 4.0093 -2.1412  0.09
H: 1.0840 5.1348 -0.8203  0.48
H: -0.3157 5.5732 -2.8882  0.46
H: -1.3229 5.1305 -1.5034  0.20
H: -1.4219 4.8475 -4.6068  0.46
H: -2.8530 4.0375 -3.9655  0.17
C: 5.6090 1.1624 -2.5562  -1.26
N: 4.1565 1.0543 -2.5881  0.12
C: 3.4368 0.9290 -3.7377  0.12
S: 1.9369 1.6571 -3.8848  -0.24
N: 3.9661 0.1743 -4.7157  -0.18
C: 4.8773 -0.9362 -4.5196  -0.92
H: 5.8783 1.9813 -1.8902  0.37
H: 5.9918 1.4014 -3.5480  0.42
H: 6.0892 0.2519 -2.1924  0.35
H: 3.6611 1.6229 -1.9173  0.13
H: 3.4324 0.1961 -5.5694  0.29
H: 5.9076 -0.6878 -4.7776  0.32
H: 4.5523 -1.7655 -5.1478  0.35
H: 4.8359 -1.2657 -3.4807  0.21

---

# 3
Molecular formula: C2H5NS
Method: DFT, the ωB97M-V functional and the def2-TZVPD basis

Computed properties:
SMILES   N=C=S.C
Orbital gap   10.34 eV

Last column: Mulliken charge in e.
Atoms and positions in Å:
N: 1.3634 -1.0251 0.0684  -0.36
C: 2.2945 -0.2768 0.0844  0.38
S: 3.6550 0.4571 -0.0384  -0.34
H: 0.3964 -0.9937 0.3182  0.33
C: -1.5344 0.3621 -0.0883  -1.20
H: -1.0030 0.4276 -1.0278  0.32
H: -0.9654 0.8519 0.6954  0.30
H: -2.4848 0.8696 -0.1815  0.28
H: -1.7216 -0.6727 0.1696  0.31